(one)
Here is 2 unconnected molecules or ions with the total composition C2H4NO2 from OMol25. Energies are from ωB97M-V/def2-TZVPD.

XYZ file:
```
9
Properties=species:S:1:pos:R:3
C 0.674 0.227 -0.308
C -0.436 -0.205 0.189
N -0.924 1.837 1.747
O -1.269 2.613 2.668
O -0.873 0.617 2.019
H 1.680 -0.122 -0.140
H 0.719 1.167 -0.667
H -1.262 0.340 -0.073
H -0.404 -1.234 0.620
```

## Properties
molar mass	74.06	g/mol
HOMO-LUMO gap	8.21	eV
charge	-1

Here are the natural (NBO) charges for atoms 1 to 6, given in e: C -0.56; C -0.26; N 0.24; O -0.56; O -0.53; H 0.16

(two)
Here is 2 unconnected molecules or ions with the total composition C2H4NO2 from OMol25. Energies are from ωB97M-V/def2-TZVPD.

XYZ file:
```
9
Properties=species:S:1:pos:R:3
C -1.389 -0.263 0.265
C -0.288 0.373 -0.462
N 1.897 -0.832 0.283
O 2.879 -0.276 -0.274
O -2.002 -1.183 -0.256
H -1.849 0.306 1.126
H 0.236 -0.013 -1.300
H 0.324 0.999 0.104
H 1.546 -1.652 -0.139
```

## Properties
molar mass	74.06	g/mol
HOMO-LUMO gap (alpha / beta)	6.19 / 6.89	eV
charge	-1

Here are the natural (NBO) charges for atoms 1 to 6, given in e: C 0.29; C -0.73; N -0.10; O -0.42; O -0.71; H 0.07

Which of them is the most stable, and which is the least stable? (one) and (two), in that order.

(one)
Here is 12 unconnected molecules or ions with the total composition H26NO11 from OMol25. Energies are from ωB97M-V/def2-TZVPD.

XYZ file:
```
38
Properties=species:S:1:pos:R:3
N 0.242 -0.645 -0.107
H 0.174 -1.640 -0.440
H -0.083 -0.494 0.734
H -0.288 -0.021 -0.737
H 1.109 -0.438 0.187
O -2.223 -2.811 0.521
H -2.171 -3.289 -0.388
H -2.994 -2.376 0.506
O -2.387 0.442 1.156
H -2.865 1.199 1.078
H -2.808 0.087 0.262
O 1.313 -3.190 -1.936
H 2.223 -3.440 -1.841
H 1.357 -2.249 -2.114
O -1.789 -0.765 3.443
H -2.552 -1.327 3.515
H -2.039 -0.319 2.535
O 1.309 1.239 1.612
H 2.064 0.656 1.678
H 1.583 1.888 0.963
O -2.133 -0.357 -2.701
H -2.394 -1.291 -3.063
H -2.913 -0.131 -2.261
O 2.238 -0.367 -2.440
H 2.681 -0.027 -3.245
H 3.030 -0.257 -1.864
O 3.604 -0.069 1.313
H 3.459 -1.095 1.444
H 4.027 0.145 0.366
O -0.994 2.251 -1.398
H -1.045 3.242 -1.578
H -1.182 2.214 -2.372
O -0.703 2.290 3.198
H -1.581 1.898 3.220
H -0.064 1.717 2.736
O 1.591 2.340 -0.332
H 2.368 2.356 -0.839
H 0.837 2.635 -0.820
```

## Properties
molar mass	216.20	g/mol
HOMO-LUMO gap	8.82	eV
charge	+1

Here are the natural (NBO) charges for atoms 1 to 6, given in e: N -0.84; H 0.45; H 0.45; H 0.47; H 0.44; O -0.93

(two)
Here is a molecular structure, H26NO11 from OMol25. Energies are from ωB97M-V/def2-TZVPD.

XYZ file:
```
38
Properties=species:S:1:pos:R:3
N -0.204 0.248 0.023
H 0.380 0.823 0.666
H 0.020 0.301 -1.003
H -1.099 0.738 -0.005
H -0.356 -0.599 0.222
O -3.655 1.638 -0.006
H -3.732 1.947 -1.010
H -3.387 2.473 0.521
O -0.731 1.090 3.088
H -1.587 0.973 3.452
H -0.707 2.042 3.312
O -2.470 -0.473 -2.187
H -2.196 -1.145 -2.738
H -2.424 0.253 -2.825
O 0.659 2.594 -2.329
H 1.140 1.937 -2.460
H 0.845 3.192 -3.130
O -2.572 -1.150 1.175
H -2.542 -1.965 0.614
H -3.076 -0.669 0.781
O 2.850 1.601 0.423
H 2.474 2.213 0.942
H 3.479 1.973 -0.164
O 1.196 -3.320 1.658
H 2.006 -3.505 1.112
H 0.931 -2.402 1.605
O 1.945 -0.072 -2.506
H 1.690 -0.598 -3.304
H 2.822 0.079 -2.883
O 0.268 -2.397 -1.432
H 0.944 -1.770 -1.592
H 0.762 -3.228 -1.605
O -0.035 -0.800 2.611
H -0.256 -0.098 2.982
H -0.767 -1.263 2.758
O 2.574 -0.559 0.993
H 2.428 -0.259 1.882
H 2.381 0.159 0.356
```

## Properties
molar mass	216.20	g/mol
HOMO-LUMO gap	9.47	eV
charge	+1

Here are the natural (NBO) charges for atoms 1 to 6, given in e: N -0.81; H 0.45; H 0.45; H 0.45; H 0.44; O -0.97

(three)
Here is 12 unconnected molecules or ions with the total composition H26NO11 from OMol25. Energies are from ωB97M-V/def2-TZVPD.

XYZ file:
```
38
Properties=species:S:1:pos:R:3
N -0.686 -3.683 -1.249
H -0.159 -4.260 -0.598
H -0.093 -3.345 -2.027
H -1.347 -4.284 -1.740
H -1.069 -2.781 -0.874
H -0.121 -0.790 -2.632
H 1.222 -0.916 -2.080
O 0.614 -1.412 -2.660
H -3.046 0.383 2.623
H -3.312 0.624 1.061
O -2.798 0.162 1.727
H -1.925 -0.338 -0.866
H -1.409 -1.096 0.304
O -1.519 -1.233 -0.651
H -1.470 3.505 1.323
H -0.553 3.161 0.192
O -0.691 2.965 1.147
H 2.433 2.139 0.149
H 0.908 1.809 -0.102
O 1.746 1.992 -0.520
H 1.884 -0.220 0.483
H 0.551 -0.670 0.456
O 1.364 -0.861 -0.029
H 0.070 2.909 -1.859
H -0.355 4.400 -2.059
O -0.469 3.625 -1.500
H -1.757 1.615 -1.447
H -1.602 1.509 0.064
O -2.208 1.274 -0.667
H 2.700 -3.806 0.436
H 2.306 -3.108 -0.799
O 1.958 -3.765 -0.180
H 1.543 2.369 2.240
H 2.915 2.349 2.706
O 2.382 1.928 2.015
H -0.024 -1.629 3.176
H 0.818 -0.474 2.529
O 0.386 -1.319 2.364
```

## Properties
molar mass	216.20	g/mol
HOMO-LUMO gap	11.04	eV
charge	+1

Here are the natural (NBO) charges for atoms 1 to 6, given in e: N -0.90; H 0.46; H 0.47; H 0.42; H 0.48; H 0.47

Which of them is the most stable, and which is the least stable? (three) and (two), in that order.